Molecular formula: C3H8ClN2
Method: DFT, wB97M-V/def2-TZVPD

```
! RIJCOSX wB97M-V def2-TZVPD def2/J DEFGRID3
* xyz 1 1
C -1.731 -0.351 0.249
C 2.736 0.462 -0.544
C 2.608 -0.687 0.047
N -3.004 -0.351 -0.157
N -1.094 0.796 0.211
Cl 1.689 -0.773 1.569
H -1.288 -1.264 0.699
H -0.029 0.878 0.336
H 2.594 1.324 0.001
H 3.285 0.741 -1.489
H 2.950 -1.621 -0.418
H -3.583 -1.281 -0.102
H -3.513 0.535 -0.459
H -1.620 1.592 0.057
*
```

## Properties
- Max |F|: 0.08378 hartree/bohr
- Relative energy (zero: lowest compared OMol25 entry of this formula, charge and spin): 93.3 kJ/mol
- E_HOMO: -13.449 eV
- Frontier orbital gap: 9.6 eV

Molecular formula: C3H8ClN3
Method: DFT, wB97M-V/def2-TZVPD

```
! RIJCOSX wB97M-V def2-TZVPD def2/J DEFGRID3
* xyz 0 1
C -1.561 0.479 -0.113
C 0.780 1.297 -0.100
C 1.664 0.452 0.809
H -4.262 0.001 0.073
H -3.889 -1.531 0.380
H -1.883 1.401 0.427
H -0.105 -0.277 -1.212
H 1.379 1.688 -0.899
H 0.314 2.121 0.502
H 2.442 1.040 1.271
H 1.110 -0.072 1.585
N -3.516 -0.582 0.512
N -2.352 -0.499 -0.349
N -0.327 0.586 -0.710
Cl 2.527 -0.840 -0.111
*
```

## Properties
- Max |F|: 0.03134 hartree/bohr
- Relative energy (zero: lowest compared OMol25 entry of this formula, charge and spin): 29.1 kJ/mol
- Structure (SMILES): N/N=C/NCCCl
- E_HOMO: -8.380 eV
- Frontier orbital gap: 9.4 eV

Molecular formula: C3H8ClN4
Method: DFT, wB97M-V/def2-TZVPD

```
! RIJCOSX wB97M-V def2-TZVPD def2/J DEFGRID3
* xyz 1 1
C -1.942 1.416 -0.469
C 1.826 -1.292 0.353
C -3.092 0.209 -0.747
N -0.820 1.127 0.034
N 0.053 0.251 -0.152
N 0.835 -0.280 0.671
N -2.439 2.655 -0.663
Cl -3.004 -1.226 0.360
H 2.039 -1.277 -0.713
H 2.698 -1.067 1.130
H 1.377 -2.175 0.705
H -3.135 -0.344 -1.722
H -4.032 0.696 -0.585
H 0.873 -0.321 1.765
H -3.362 2.754 -1.084
H -1.987 3.514 -0.575
*
```

## Properties
- Max |F|: 0.07794 hartree/bohr
- Relative energy (zero: lowest compared OMol25 entry of this formula, charge and spin): 8.3 kJ/mol
- Structure (SMILES): CN/N=N/C(=[NH2+])CCl
- E_HOMO: -13.991 eV
- Frontier orbital gap: 9.5 eV

Molecular formula: C3H8ClP
Method: DFT, wB97M-V/def2-TZVPD

```
! RIJCOSX wB97M-V def2-TZVPD def2/J DEFGRID3
* xyz 0 1
C 1.452 0.857 -0.623
C -1.735 0.054 0.498
C 0.752 -0.409 -0.287
P -0.213 -0.363 1.348
Cl 2.064 -1.686 0.056
H 2.213 1.167 0.051
H 1.816 0.622 -1.684
H 0.651 1.659 -0.639
H -2.590 -0.377 1.134
H -1.856 -0.369 -0.595
H -1.881 1.156 0.556
H -0.126 -0.584 -1.153
H -0.547 -1.727 1.338
*
```

## Properties
- Max |F|: 0.07086 hartree/bohr
- Relative energy (zero: lowest compared OMol25 entry of this formula, charge and spin): 102.1 kJ/mol
- Structure (SMILES): CP[C@@H](C)Cl
- E_HOMO: -9.535 eV
- Frontier orbital gap: 10.4 eV